1.
Computed, not measured: an isolated ion of composition C9H7O2S and charge -1 in a non-equilibrium geometry, with ωB97M-V with the def2-TZVPD basis set.

Positions of all 19 atoms, in Å:
C: -0.675 0.038 2.500
C: 0.326 -0.045 1.626
C: 2.040 -0.165 2.140
S: 2.687 -0.849 0.664
O: 2.753 -2.317 0.557
O: 3.928 -0.193 0.252
C: 1.400 -0.325 -0.504
C: 1.469 -0.331 -1.877
C: 0.355 0.056 -2.608
C: -0.796 0.462 -1.945
C: -0.855 0.468 -0.563
C: 0.251 0.053 0.181
H: -0.503 -0.059 3.558
H: -1.703 0.193 2.197
H: 2.054 -0.954 2.894
H: 2.385 -0.635 -2.361
H: 0.381 0.045 -3.690
H: -1.659 0.778 -2.519
H: -1.756 0.799 -0.062

ΔE to the lowest compared entry with this formula, charge and spin in kcal/mol: 24.28
E_LUMO in eV: 3.457
HOMO energy in eV: -3.4
Total charge: -1

2.
Computed, not measured: C19H18FNO6S as an isolated structure in a non-equilibrium geometry, with ωB97M-V with the def2-TZVPD basis set.

Positions of all 46 atoms, in Å:
C: -2.624 -2.723 -1.629
H: -2.847 -1.975 -2.441
O: -3.622 -3.269 -1.144
C: -4.637 -2.521 -0.525
C: -4.183 -2.102 0.693
H: -3.774 -2.797 1.476
H: -5.158 -1.652 1.557
O: -3.257 -0.876 0.572
C: -3.749 0.357 0.307
O: -4.835 0.540 0.280
C: -2.668 1.492 0.261
C: -2.859 2.714 -0.202
O: -1.540 3.058 -0.298
C: -0.583 2.409 0.145
C: 0.756 2.498 0.018
C: 1.483 1.395 0.595
C: 1.021 0.019 0.819
C: -0.426 -0.059 0.810
C: -1.089 1.182 0.324
H: -0.854 -0.915 1.084
N: 1.779 -0.894 0.977
S: 3.161 -0.622 2.049
O: 3.239 0.517 2.838
O: 3.485 -1.971 2.592
C: 4.428 -0.209 0.323
C: 5.314 0.769 0.614
C: 6.140 0.813 -0.400
C: 6.235 0.262 -1.484
C: 5.325 -1.070 -1.403
C: 4.545 -1.312 -0.415
H: 3.890 -2.035 -0.534
H: 5.465 -1.732 -2.479
F: 7.097 0.378 -2.429
H: 6.749 1.737 -0.410
H: 5.103 1.342 1.474
H: 1.399 -1.545 1.352
H: 2.651 1.540 0.342
H: 1.197 3.497 0.196
C: -3.990 3.458 -0.357
H: -4.034 3.975 -1.276
H: -3.967 4.156 0.501
H: -4.984 2.848 -0.052
H: -5.048 -1.696 -1.136
H: -5.637 -3.228 -0.289
H: -2.225 -3.442 -2.304
H: -1.871 -2.309 -0.985

E_LUMO in eV: 0.172
HOMO energy in eV: -8.0
Total charge: 0

3.
Computed, not measured: C21H26O7 in the gas phase, with ωB97M-V with the def2-TZVPD basis set.

Positions of all 54 atoms, in Å:
C: -6.783 -0.859 -1.822
C: -5.920 0.394 -1.813
O: -5.065 0.443 -2.955
C: -3.894 -0.203 -2.875
O: -3.517 -0.789 -1.894
C: -3.109 -0.046 -4.154
C: -2.146 1.152 -4.039
C: -1.179 0.946 -2.909
C: -1.306 1.437 -1.650
C: -2.447 2.302 -1.210
C: -0.296 1.113 -0.669
C: -0.318 1.565 0.654
C: 0.671 1.220 1.546
C: 1.727 0.398 1.150
O: 2.754 0.003 1.946
C: 2.738 0.277 3.329
C: 3.338 1.645 3.659
C: 3.543 -0.821 4.038
O: 3.951 -0.708 5.164
O: 3.685 -1.893 3.278
C: 4.436 -2.985 3.817
C: 5.929 -2.780 3.610
C: 1.783 -0.080 -0.163
C: 2.910 -0.967 -0.590
C: 0.774 0.288 -1.053
O: 0.871 -0.193 -2.315
C: -0.056 0.082 -3.268
O: 0.108 -0.400 -4.366
H: -7.361 -0.911 -2.742
H: -6.153 -1.742 -1.751
H: -7.463 -0.841 -0.975
H: -5.305 0.421 -0.908
H: -6.534 1.296 -1.876
H: -2.521 -0.948 -4.324
H: -3.797 0.116 -4.983
H: -2.713 2.076 -3.928
H: -1.573 1.201 -4.967
H: -2.966 1.820 -0.383
H: -2.074 3.266 -0.867
H: -3.162 2.471 -2.007
H: -1.119 2.201 0.992
H: 0.614 1.600 2.554
H: 1.715 0.203 3.731
H: 2.706 2.446 3.285
H: 4.318 1.729 3.196
H: 3.447 1.736 4.736
H: 4.080 -3.865 3.279
H: 4.209 -3.079 4.884
H: 6.144 -2.629 2.555
H: 6.470 -3.653 3.963
H: 6.265 -1.909 4.167
H: 2.637 -1.520 -1.483
H: 3.794 -0.369 -0.806
H: 3.160 -1.652 0.216

ΔE to the lowest compared entry with this formula, charge and spin in kcal/mol: 0.00
E_LUMO in eV: 0.370
HOMO energy in eV: -8.2
Total charge: 0

4.
Computed, not measured: C5H10O2 in the gas phase, with ωB97M-V with the def2-TZVPD basis set.

Positions of all 17 atoms, in Å:
C: 2.073 -0.117 -0.474
C: 0.777 0.277 0.215
O: 0.036 1.139 -0.645
C: -1.325 1.153 -0.209
C: -1.507 -0.077 0.705
C: -0.212 -0.864 0.477
O: -0.300 -1.739 -0.630
H: 2.785 0.715 -0.454
H: 1.873 -0.379 -1.519
H: 2.522 -0.986 0.022
H: 0.989 0.784 1.174
H: -1.954 1.116 -1.106
H: -1.543 2.091 0.319
H: -1.579 0.226 1.755
H: -2.388 -0.676 0.458
H: 0.065 -1.481 1.337
H: -0.313 -1.184 -1.423

ΔE to the lowest compared entry with this formula, charge and spin in kcal/mol: 29.01
E_LUMO in eV: 0.988
HOMO energy in eV: -9.7
Total charge: 0

5.
Computed, not measured: C11H33FNbO3 as an isolated structure in a non-equilibrium geometry, with ωB97M-V with the def2-TZVPD basis set.

Positions of all 49 atoms, in Å:
C: 2.562 -4.987 2.125
C: 1.581 -3.693 1.898
F: 1.776 -2.665 2.961
Nb: -0.584 -4.399 1.826
H: 2.134 -6.008 1.729
H: 2.721 -5.102 3.283
H: 3.586 -4.814 1.547
H: 1.893 -3.192 0.887
H: -0.819 -3.858 0.087
H: -0.008 -6.042 1.312
H: -0.560 -4.881 3.606
H: -1.176 -2.737 2.322
H: -2.293 -5.060 1.738
C: -1.559 -1.971 -3.113
C: -2.715 -2.885 -2.740
C: -4.029 -2.380 -3.313
O: -2.817 -2.961 -1.320
H: -1.713 -0.962 -2.715
H: -0.622 -2.340 -2.684
H: -1.444 -1.904 -4.199
H: -2.517 -3.898 -3.109
H: -4.271 -1.385 -2.921
H: -4.854 -3.041 -3.026
H: -3.988 -2.325 -4.405
H: -2.992 -2.067 -0.983
C: 0.544 0.119 0.652
C: -0.488 1.201 0.377
C: -0.373 2.343 1.374
O: -1.795 0.638 0.453
H: 0.402 -0.313 1.649
H: 0.441 -0.702 -0.065
H: 1.561 0.517 0.586
H: -0.356 1.585 -0.640
H: -0.547 1.990 2.396
H: -1.130 3.109 1.171
H: 0.617 2.808 1.329
H: -1.921 0.294 1.353
C: 2.991 5.559 0.783
C: 1.832 5.535 -0.202
C: 1.989 6.607 -1.269
O: 0.610 5.744 0.502
H: 3.042 6.522 1.304
H: 2.858 4.791 1.552
H: 3.944 5.386 0.274
H: 1.773 4.549 -0.676
H: 2.005 7.607 -0.821
H: 1.142 6.586 -1.963
H: 2.913 6.465 -1.838
H: 0.654 6.617 0.926

E_LUMO in eV: 2.263
HOMO energy in eV: -4.5
Total charge: -1

6.
Computed, not measured: a 2-piece molecular cluster, C5H12O overall in a non-equilibrium geometry, with ωB97M-V with the def2-TZVPD basis set.

Positions of all 18 atoms, in Å:
C: -1.322 0.979 -1.282
C: -0.240 0.510 -0.672
C: 0.645 -0.439 -1.471
C: 0.119 0.880 0.737
C: 1.449 0.301 1.294
H: -1.689 0.572 -2.218
H: -1.930 1.753 -0.833
H: 0.394 -1.483 -1.274
H: 0.563 -0.225 -2.527
H: 1.694 -0.256 -1.218
H: -0.646 0.561 1.448
H: 0.201 1.959 0.843
H: 2.276 0.930 0.978
H: 1.391 0.256 2.377
H: 1.612 -0.705 0.904
O: -1.741 -1.858 0.633
H: -1.976 -2.059 1.551
H: -0.799 -1.677 0.731

ΔE to the lowest compared entry with this formula, charge and spin in kcal/mol: 26.17
E_LUMO in eV: 0.791
HOMO energy in eV: -9.0
Total charge: 0

no.,total energy (Eh)
1,-895.774816
2,-1738.449310
3,-1342.550257
4,-346.979198
5,-821.152282
6,-272.906960